# 1
The following is a DFT calculation (the ωB97M-V functional and the def2-TZVPD basis) of 8 unconnected molecules or ions with the total composition C44H40F4N4 at a distorted geometry.

Results
- Total charge: 0
- Highest occupied orbital energy: -9.1 eV
- SMILES string: Fc1ccccc1.Fc1ccccc1.Fc1ccccc1.Fc1ccccc1.c1ccncc1.c1ccncc1.c1ccncc1.c1ccncc1
- 2S+1: 1
- Gap between HOMO and LUMO: 9.6 eV

Geometry as XYZ:
```
92
C44H40F4N4 (the ωB97M-V functional and the def2-TZVPD basis)
F -0.505 -4.279 7.340
C -0.085 -3.375 6.421
C -0.625 -2.033 6.514
C 0.038 -1.060 5.733
C 1.104 -1.434 4.885
C 1.570 -2.709 4.822
C 0.963 -3.701 5.639
H -1.400 -1.892 7.225
H -0.370 -0.024 5.824
H 1.591 -0.790 4.213
H 2.422 -2.874 4.119
H 1.459 -4.710 5.743
F -0.949 -2.987 2.611
C -0.608 -3.953 1.727
C -0.107 -3.483 0.523
C 0.434 -4.407 -0.367
C 0.376 -5.782 -0.111
C -0.109 -6.208 1.098
C -0.597 -5.256 2.036
H -0.054 -2.411 0.240
H 0.892 -4.025 -1.242
H 0.646 -6.460 -0.916
H -0.039 -7.260 1.395
H -0.855 -5.476 3.066
F -1.277 1.201 -1.363
C -1.342 1.678 -0.110
C -2.359 2.448 0.352
C -2.327 2.932 1.680
C -1.359 2.428 2.490
C -0.349 1.526 2.011
C -0.285 1.152 0.721
H -3.073 2.817 -0.389
H -3.101 3.665 2.025
H -1.288 2.823 3.515
H 0.471 1.197 2.637
H 0.400 0.532 0.118
F 3.699 6.712 2.645
C 2.381 6.637 2.505
C 1.542 7.332 3.348
C 0.175 7.362 3.180
C -0.325 6.602 2.135
C 0.503 5.995 1.252
C 1.889 5.909 1.433
H 2.003 8.044 4.031
H -0.396 7.882 3.931
H -1.433 6.548 1.916
H 0.104 5.479 0.358
H 2.569 5.300 0.831
C 0.745 5.275 -4.100
C -0.107 4.806 -3.158
C 0.394 4.431 -1.917
N 1.747 4.434 -1.631
C 2.549 4.760 -2.685
C 2.099 5.198 -3.901
H 0.354 5.630 -5.042
H -1.148 4.716 -3.418
H -0.246 4.172 -1.116
H 3.608 4.705 -2.526
H 2.805 5.519 -4.721
C -3.063 -4.424 -0.820
C -3.461 -3.908 -2.055
C -4.358 -2.859 -2.072
N -4.880 -2.413 -0.928
C -4.555 -2.968 0.220
C -3.671 -4.038 0.317
H -2.350 -5.218 -0.795
H -2.968 -4.234 -2.991
H -4.594 -2.278 -2.918
H -5.073 -2.676 1.079
H -3.521 -4.488 1.285
C 3.815 1.245 -1.777
C 2.462 1.134 -1.909
C 1.923 -0.160 -2.151
N 2.670 -1.260 -2.261
C 4.001 -1.095 -2.094
C 4.626 0.091 -1.819
H 4.352 2.189 -1.520
H 1.833 2.028 -1.854
H 0.853 -0.158 -2.302
H 4.486 -1.996 -2.196
H 5.719 0.131 -1.740
C -1.214 -2.035 -5.337
C 0.062 -2.185 -4.772
C 0.523 -3.442 -4.333
N -0.251 -4.512 -4.554
C -1.477 -4.344 -5.038
C -2.041 -3.145 -5.445
H -1.648 -1.034 -5.568
H 0.593 -1.286 -4.567
H 1.525 -3.611 -3.882
H -2.082 -5.252 -4.999
H -3.053 -3.056 -5.773
```

These are the Mulliken partial charges, in e, on atoms 1 to 6:
1. F -0.320
2. C 0.487
3. C -0.582
4. C -0.356
5. C -0.412
6. C -0.265

---

# 2
The following is a DFT calculation (the ωB97M-V functional and the def2-TZVPD basis) of a molecular structure, C44H41BBr2CdN3O2PS.

Results
- Total charge: -2
- ΔE to the lowest compared entry with this formula, charge and spin: 0.00 kcal/mol
- Highest occupied orbital energy: -1.6 eV
- 2S+1: 1
- Gap between HOMO and LUMO: 5.1 eV

Geometry as XYZ:
```
96
C44H41BBr2CdN3O2PS (the ωB97M-V functional and the def2-TZVPD basis)
Cd 1.239 0.242 -0.303
Br 1.405 -0.149 2.976
C 3.313 -0.074 2.963
C 3.907 -0.042 4.191
C 5.315 -0.014 4.284
C 6.065 -0.031 3.145
C 5.456 -0.071 1.862
C 6.258 -0.110 0.699
C 5.660 -0.169 -0.529
C 4.252 -0.176 -0.645
C 3.389 -0.119 0.441
C 4.025 -0.082 1.722
H 3.296 -0.038 5.085
H 5.787 0.017 5.261
H 7.151 -0.016 3.199
H 7.339 -0.097 0.807
H 6.273 -0.201 -1.427
H 3.838 -0.218 -1.650
N 1.639 2.548 -0.107
P 0.522 3.521 -0.467
C 0.943 5.299 -0.112
C 0.114 6.387 -0.377
C 0.518 7.679 -0.063
C 1.761 7.896 0.525
C 2.594 6.816 0.793
C 2.184 5.525 0.474
C -0.080 3.616 -2.204
C 0.551 4.450 -3.129
C 0.230 4.381 -4.478
C -0.721 3.468 -4.922
C -1.342 2.624 -4.013
C -1.023 2.697 -2.663
C -1.076 3.397 0.470
C -0.964 2.735 1.692
C -2.067 2.581 2.522
C -3.304 3.083 2.132
C -3.429 3.727 0.906
C -2.321 3.880 0.082
H -0.853 6.224 -0.842
H -0.133 8.521 -0.275
H 2.077 8.904 0.771
H 3.563 6.984 1.251
H 2.808 4.653 0.665
H 1.308 5.148 -2.791
H 0.734 5.029 -5.188
H -0.953 3.394 -5.979
H -2.047 1.878 -4.364
H -1.477 2.010 -1.953
H 0.005 2.321 1.957
H -1.965 2.053 3.464
H -4.173 2.958 2.769
H -4.398 4.100 0.589
H -2.441 4.351 -0.890
S 0.866 -7.458 0.130
C 1.220 -5.701 0.129
C 1.672 -5.077 1.283
C 1.873 -3.701 1.239
N 1.659 -2.969 0.154
C 1.251 -3.578 -0.955
C 1.024 -4.951 -1.019
C -0.851 -7.377 0.619
C -1.849 -7.144 -0.313
C -3.168 -7.088 0.119
N -3.541 -7.259 1.386
C -2.572 -7.480 2.271
C -1.224 -7.548 1.942
H 1.847 -5.641 2.191
H 2.204 -3.161 2.124
H 1.087 -2.932 -1.819
H 0.687 -5.415 -1.937
H -1.598 -6.992 -1.355
H -3.967 -6.892 -0.588
H -2.891 -7.604 3.301
H -0.474 -7.722 2.702
Br 1.357 -0.564 -3.165
C -3.181 -3.206 -0.376
C -2.529 -1.965 -0.963
C -2.433 -2.098 -2.480
O -1.188 -1.879 -0.473
B -0.828 -0.534 -0.291
O -2.004 0.237 -0.357
C -3.151 -0.614 -0.492
C -4.107 0.036 -1.476
C -3.816 -0.704 0.881
H -2.660 -4.090 -0.752
H -4.236 -3.271 -0.665
H -3.111 -3.212 0.713
H -1.857 -2.997 -2.712
H -1.881 -1.255 -2.904
H -3.421 -2.173 -2.946
H -3.623 0.221 -2.436
H -4.431 0.997 -1.069
H -4.988 -0.595 -1.638
H -3.117 -1.111 1.615
H -4.716 -1.327 0.855
H -4.088 0.305 1.198
```

These are the Mulliken partial charges, in e, on atoms 1 to 6:
1. Cd 0.214
2. Br -0.097
3. C 0.638
4. C -0.806
5. C -0.411
6. C -0.837